#w
The molecule C11H20O. Source: the Open Molecules 2025 dataset; level of theory: wB97M-V/def2-TZVPD.

Cartesian coordinates (Å):
C (0.3264, 3.9024, 0.5147)
C (1.6123, 3.6760, 1.0751)
C (1.8970, 2.4650, 1.9746)
C (2.4317, 1.2417, 1.2786)
C (3.6873, 1.3568, 0.8073)
C (1.5497, 0.1023, 1.2181)
C (0.5178, 0.1695, 0.1411)
O (1.3209, 0.1993, -1.0469)
C (-0.6453, -0.9469, 0.1330)
C (-1.4198, -1.0628, -1.2877)
C (-1.7390, -0.5630, 1.0879)
C (-0.2024, -2.3628, 0.3415)
H (0.1429, 4.6836, -0.1651)
H (-0.5200, 3.3060, 0.7442)
H (2.4726, 4.1106, 0.7666)
H (2.4779, 2.8311, 2.8426)
H (0.8706, 2.3452, 2.3815)
H (4.0032, 2.3929, 0.9443)
H (4.2544, 0.5295, 0.2839)
H (1.9828, -0.8746, 1.3144)
H (0.8998, 0.0549, 2.0667)
H (0.1356, 1.1464, 0.0632)
H (1.8754, 1.0314, -1.0263)
H (-2.1271, -1.9150, -1.1477)
H (-0.6795, -1.2617, -2.0642)
H (-1.9159, -0.1185, -1.4685)
H (-2.1303, 0.4457, 0.8265)
H (-1.3523, -0.6839, 2.1270)
H (-2.6696, -1.1715, 1.0679)
H (0.3623, -2.3716, 1.2920)
H (-1.0654, -3.1007, 0.2513)
H (0.5799, -2.6237, -0.4038)

HOMO energy (Ha): -0.34213
LUMO (eV): 0.801
SMILES string: C=CCC(=C)C[C@@H](O)C(C)(C)C
Orbital gap (eV): 10.11

#x
A cluster of 2 separate species, C11H20O in total. Source: the Open Molecules 2025 dataset; level of theory: wB97M-V/def2-TZVPD.

Cartesian coordinates (Å):
C (0.5950, -1.5914, 0.2696)
C (2.0331, -1.3120, 0.1636)
C (3.1767, -1.0809, 0.0503)
C (4.5755, -0.8525, -0.3470)
C (5.1842, 0.2266, 0.1867)
C (6.4859, 0.8895, -0.3192)
H (0.0606, -1.1102, -0.5604)
H (0.3867, -2.6605, 0.2829)
H (0.2234, -1.1475, 1.1991)
H (4.9376, -1.5267, -1.1175)
H (4.6813, 0.8729, 0.9920)
H (6.2537, 1.6115, -1.1163)
H (6.9751, 1.4404, 0.5190)
H (7.2316, 0.1158, -0.6578)
C (-4.0199, -1.9974, -0.5117)
C (-4.1233, -0.6503, 0.0495)
O (-3.1255, 0.1913, -0.5256)
C (-2.7272, 1.3027, 0.1783)
C (-2.0900, 2.2983, -0.8313)
C (-1.7143, 0.9307, 1.2809)
H (-2.9807, -2.3983, -0.6112)
H (-4.3952, -2.0099, -1.5215)
H (-4.6251, -2.7486, -0.0230)
H (-4.0145, -0.6157, 1.1130)
H (-5.0937, -0.1950, -0.1971)
H (-3.6664, 1.7728, 0.5836)
H (-1.0467, 1.9598, -1.0840)
H (-1.9443, 3.2752, -0.2940)
H (-2.7728, 2.4754, -1.6581)
H (-0.7424, 0.7057, 0.7504)
H (-1.6292, 1.7701, 1.9942)
H (-2.0894, 0.0581, 1.7626)

HOMO energy (Ha): -0.31577
LUMO (eV): 0.983
SMILES string: CC#C/C=C/C.CCOC(C)C
Orbital gap (eV): 9.58

Stability summary - winner: #w; margin: 1.8 kcal/mol.

#w
A cluster of 4 separate species, C3H16NO3 in total. Source: the Open Molecules 2025 dataset; level of theory: wB97M-V/def2-TZVPD.

Cartesian coordinates (Å):
C (-0.9290, -0.0064, 0.0381)
C (0.1312, 0.6023, -0.8445)
C (-0.3058, 1.7827, -1.5548)
N (1.3854, 0.9853, -0.0101)
H (-0.4874, -0.5018, 0.9389)
H (-1.4851, 0.7123, 0.4251)
H (-1.5040, -0.6728, -0.4319)
H (0.6639, -0.1612, -1.4035)
H (0.4149, 2.6950, -1.6541)
H (-1.2675, 2.2758, -1.2185)
H (-0.5786, 1.7563, -2.5966)
H (2.0403, 1.4936, -0.5609)
H (1.1865, 1.4435, 0.9096)
H (1.7879, 0.0567, 0.2887)
H (1.1157, -1.1453, 2.5318)
H (1.1276, 0.3311, 3.1807)
O (1.0522, -0.2375, 2.3566)
H (2.4271, -3.8338, -0.3037)
H (2.8524, -3.8773, 1.1935)
O (2.7828, -3.2216, 0.4679)
H (-4.3911, -0.6554, -0.0252)
H (-4.2823, 0.4023, -1.0833)
O (-3.7372, -0.2238, -0.6436)

Charge: +1
HOMO energy (Ha): -0.53070
LUMO (eV): -2.920
Orbital gap (eV): 11.52

#x
A cluster of 4 separate species, C3H16NO3 in total. Source: the Open Molecules 2025 dataset; level of theory: wB97M-V/def2-TZVPD.

Cartesian coordinates (Å):
C (1.4122, -1.7951, 0.6605)
C (1.7681, -0.6664, -0.2812)
N (0.5535, 0.2177, -0.4978)
C (0.7695, 1.2180, -1.5772)
H (0.7900, -2.5298, 0.1633)
H (2.3322, -2.2438, 1.0570)
H (1.0544, -1.4648, 1.6392)
H (2.6469, -0.1077, 0.0255)
H (1.9882, -1.0419, -1.2791)
H (0.2913, 0.6580, 0.4148)
H (-0.1770, -0.4605, -0.6979)
H (1.8181, 1.4801, -1.6043)
H (0.1093, 2.0594, -1.3824)
H (0.4082, 0.7875, -2.5084)
H (-1.3556, 1.2351, 1.8208)
H (-0.2917, 0.6391, 2.8056)
O (-0.6317, 0.5887, 1.8963)
H (-1.8061, -2.3151, -1.3683)
H (-1.1918, -1.8700, -2.7342)
O (-1.2229, -1.6887, -1.7969)
H (-2.7553, 2.9325, 1.1887)
H (-3.6044, 2.2551, 2.3639)
O (-2.9054, 2.1126, 1.6921)

Charge: +1
HOMO energy (Ha): -0.56446
LUMO (eV): -2.642
Orbital gap (eV): 12.72

Stability summary - winner: #x; margin: 42.4 kcal/mol.

#w
The ion C4H9N6 with charge +1. Source: the Open Molecules 2025 dataset; level of theory: wB97M-V/def2-TZVPD.

Cartesian coordinates (Å):
H (-3.5750, 1.4826, 0.0308)
N (-3.0212, 0.6385, -0.0064)
C (-1.8169, 0.4721, 0.0492)
C (-1.3644, -0.9765, -0.2261)
C (0.1416, -1.1686, 0.0603)
N (0.5520, -2.4538, -0.1217)
N (0.8762, -0.2754, 0.5730)
N (0.4617, 1.0032, 0.7344)
N (1.7604, 1.8458, -0.0652)
C (2.7222, 1.1866, -0.4464)
N (-0.7530, 1.3928, 0.1785)
H (-1.5140, -1.2251, -1.2753)
H (-1.8665, -1.6351, 0.4864)
H (-0.1007, -3.0874, -0.4302)
H (1.5750, -2.6798, -0.2975)
H (0.5645, 1.3235, 1.7522)
H (3.4125, 1.5475, -1.1321)
H (2.8071, 0.2233, -0.0843)
H (-0.8616, 2.3857, 0.2204)

Charge: +1
HOMO energy (Ha): -0.50440
LUMO (eV): -3.913
SMILES string: [H]/N=C1/CC(N)=N[N@@H+](N=C)N1
Orbital gap (eV): 9.81

#x
The ion C4H9N6 with charge +1. Source: the Open Molecules 2025 dataset; level of theory: wB97M-V/def2-TZVPD.

Cartesian coordinates (Å):
N (3.2585, -0.6867, 0.5811)
N (2.0393, -0.3946, 0.2032)
C (1.2376, -0.9827, -0.6112)
C (-0.0462, -0.3110, -0.7129)
N (-0.8892, -0.6470, -1.6238)
C (-2.2112, -0.2369, -1.4685)
N (-2.4986, -0.1650, -0.2110)
N (-3.3151, 0.5038, 0.5358)
N (-0.0152, 0.6993, 0.4029)
C (1.3131, 0.8521, 0.7001)
H (3.7655, 0.1662, 0.9198)
H (3.8328, -1.4362, 0.0638)
H (1.4846, -1.9080, -1.0499)
H (-2.9654, -0.0088, -2.2379)
H (-3.4995, -0.0300, 1.3309)
H (-4.0324, 1.1676, 0.1231)
H (-0.5781, 0.7958, 1.2207)
H (1.4805, 0.9775, 1.7847)
H (1.6390, 1.6444, 0.0492)

Charge: +1
HOMO energy (spin up / spin down) (Ha): -0.41925 / -0.41921
LUMO (spin up / spin down) (eV): -4.608 / -4.608
SMILES string: NN1C=C(/N=C\N=[NH2+])NC1
Orbital gap (spin up / spin down) (eV): 6.80 / 6.80

Stability summary - winner: #x; margin: 1.6 kcal/mol.

#w
The molecule C2H6O. Source: the Open Molecules 2025 dataset; level of theory: wB97M-V/def2-TZVPD.

Cartesian coordinates (Å):
C (-1.1034, 0.0527, 0.0441)
O (0.0599, 0.8118, 0.0064)
C (1.1535, 0.0523, 0.0077)
H (-1.8839, 0.8474, -0.2343)
H (-1.2203, -0.5678, 0.9412)
H (-1.3477, -0.7121, -0.7989)
H (2.0978, 0.6216, 0.2493)
H (1.2755, -0.3522, -0.9662)
H (0.9686, -0.7538, 0.7507)

HOMO energy (Ha): -0.36215
LUMO (eV): 1.101
SMILES string: COC
Orbital gap (eV): 10.96

#x
The molecule C2H6O. Source: the Open Molecules 2025 dataset; level of theory: wB97M-V/def2-TZVPD.

Cartesian coordinates (Å):
C (-0.8491, -0.0653, 0.3890)
C (0.5924, -0.3424, -0.1389)
O (1.2839, 0.8529, -0.5394)
H (-1.2916, -1.1029, 0.5059)
H (-1.3844, 0.5656, -0.2611)
H (-0.9264, 0.4061, 1.4303)
H (1.2764, -0.7161, 0.6723)
H (0.7111, -1.0341, -0.9741)
H (0.5876, 1.4362, -1.0839)

HOMO energy (Ha): -0.37530
LUMO (eV): 1.034
SMILES string: CCO
Orbital gap (eV): 11.25

Stability summary - winner: #x; margin: 14.6 kcal/mol.